This record from the Open Molecules 2025 dataset describes the ion C5H6N with charge +1. The level of theory is ωB97M-V/def2-TZVPD.

XYZ file:
```
12
Properties=species:S:1:pos:R:3:mulliken_charge:R:1
C 1.65 0.68 -0.14 -0.427
C -1.97 0.10 -0.08 -0.510
C 0.41 -1.23 0.11 -0.402
C 0.29 1.07 0.02 -0.103
C -0.47 -0.08 0.02 0.568
N 1.75 -0.59 0.03 -0.338
H 2.39 1.35 -0.21 0.490
H -2.69 -0.57 -0.41 0.334
H -2.33 1.04 0.32 0.249
H 0.35 -1.90 0.91 0.367
H 0.66 -1.88 -0.83 0.289
H -0.05 2.01 0.23 0.484
```

Values from the calculation:
Total charge: +1
HOMO energy (spin up / spin down), hartree: -0.5714 / -0.5713
Relative energy (zero: lowest compared OMol25 entry of this formula, charge and spin), kJ/mol: 393.1
Orbital gap (spin up / spin down), eV: 7.94 / 7.94
Lowest unoccupied orbital energy (spin up / spin down), eV: -7.6 / -7.6
Spin multiplicity: 1

=====

This record from the Open Molecules 2025 dataset describes a structure of composition C10H20InO6. The level of theory is ωB97M-V/def2-TZVPD.

XYZ file:
```
37
Properties=species:S:1:pos:R:3:mulliken_charge:R:1
C 2.20 0.16 4.33 -1.132
C 0.89 0.74 4.83 -0.453
C 0.01 1.33 3.74 0.094
C -1.36 0.65 3.54 -1.370
In -1.29 -1.61 3.44 0.616
H 2.83 -0.13 5.16 0.358
H 2.73 0.92 3.76 0.313
H 2.02 -0.69 3.68 0.221
H 1.17 1.55 5.51 0.327
H 0.36 0.01 5.43 0.295
H -0.18 2.37 4.00 0.313
H 0.53 1.36 2.78 -0.168
H -1.86 1.07 2.67 0.358
H -1.98 0.93 4.39 0.413
H -1.42 -2.19 5.15 -0.390
H 0.32 -2.07 2.77 -0.399
H -2.55 -2.31 2.41 -0.394
C 0.85 0.86 -2.01 -0.299
C 0.47 1.65 -0.77 -0.329
O -0.51 0.81 -0.17 -0.294
C -0.31 -0.47 -0.59 0.658
O -0.85 -1.42 -0.14 -0.439
O 0.60 -0.49 -1.60 -0.353
H 1.89 0.98 -2.30 0.352
H 0.21 1.09 -2.86 0.151
H 1.30 1.78 -0.08 0.236
H 0.04 2.62 -1.00 0.339
C -0.74 -1.17 -4.65 -0.268
C -1.01 -1.76 -6.02 -0.341
O -0.80 -0.64 -6.89 -0.338
C 0.01 0.25 -6.26 0.608
O 0.50 1.20 -6.77 -0.538
O 0.18 -0.11 -4.96 -0.262
H -0.29 -1.86 -3.95 0.316
H -1.63 -0.73 -4.20 0.247
H -0.30 -2.54 -6.28 0.258
H -2.02 -2.14 -6.13 0.296
```

Values from the calculation:
Total charge: -1
HOMO energy, hartree: -0.1454
Orbital gap, eV: 6.13
Lowest unoccupied orbital energy, eV: 2.2
Spin multiplicity: 1

=====

This record from the Open Molecules 2025 dataset describes a cluster of 2 separate species, C4H11NO2 in total. The level of theory is ωB97M-V/def2-TZVPD.

XYZ file:
```
18
Properties=species:S:1:pos:R:3:mulliken_charge:R:1
C -1.63 -1.44 -2.15 -1.208
C -1.60 -1.74 -0.62 0.741
O -1.98 -2.73 -0.06 -0.583
N -1.12 -0.65 0.15 -0.002
C -0.84 -0.99 1.56 -0.881
C -0.20 0.31 -0.42 -1.022
H -1.74 -0.35 -2.26 0.397
H -0.73 -1.77 -2.60 0.294
H -2.56 -1.73 -2.63 0.330
H 0.05 -0.50 1.93 0.375
H -0.61 -2.10 1.55 0.289
H -1.76 -0.83 2.13 0.244
H 0.05 0.23 -1.47 0.392
H -0.50 1.30 -0.11 0.344
H 0.68 0.48 0.23 0.289
O 4.67 4.47 1.41 -0.640
H 4.78 3.59 1.05 0.318
H 5.03 4.47 2.30 0.322
```

Values from the calculation:
SMILES: CC(=O)N(C)C.O
HOMO energy, hartree: -0.3350
Relative energy (zero: lowest compared OMol25 entry of this formula, charge and spin), kJ/mol: 155.8
Orbital gap, eV: 9.73
Lowest unoccupied orbital energy, eV: 0.6
Spin multiplicity: 1

=====

This record from the Open Molecules 2025 dataset describes a structure of composition C4H11N2O. The level of theory is ωB97M-V/def2-TZVPD.

XYZ file:
```
18
Properties=species:S:1:pos:R:3:mulliken_charge:R:1
N -1.90 -0.16 1.64 -0.905
C -1.35 0.96 0.84 -0.470
C -1.72 0.76 -0.64 -0.550
N -2.45 -0.33 -1.20 -0.975
C 1.75 -1.22 -0.26 -0.875
C 2.27 0.21 -0.54 -0.274
O 2.71 0.84 0.59 -0.957
H -1.15 -0.83 1.79 0.287
H -2.53 -0.62 0.97 0.473
H -0.29 1.12 1.04 0.212
H -1.89 1.88 1.16 0.289
H -1.60 1.69 -1.24 0.416
H -1.26 -0.38 -1.09 0.258
H 0.73 -1.24 0.13 0.036
H 2.43 -1.75 0.41 0.397
H 1.73 -1.79 -1.21 0.240
H 1.45 0.77 -1.04 0.086
H 3.06 0.08 -1.34 0.311
```

Values from the calculation:
Total charge: -2
HOMO energy (spin up / spin down), hartree: 0.1054 / 0.0429
Relative energy (zero: lowest compared OMol25 entry of this formula, charge and spin), kJ/mol: 289.7
Orbital gap (spin up / spin down), eV: 4.50 / 6.19
Lowest unoccupied orbital energy (spin up / spin down), eV: 7.4 / 7.4
Spin multiplicity: 2